# 1
45
Properties=species:S:1:pos:R:3:lowdin_charge:R:1 method="wB97M-V/def2-TZVPD" homo_lumo_gap_ev="9.5 / 5.1" spin_multiplicity=2 s2=0.7616 total_charge=+2 lumo_ev="-5.23 / -9.60"
Ba 1.98768 -1.36272 -0.09768 1.951
C -0.92975 -3.05464 -2.86813 -0.025
C 0.35890 -2.51208 -2.97595 -0.166
N 0.42189 -1.29470 -2.44214 -0.083
N -0.82903 -1.02410 -1.99546 -0.051
C -1.64846 -2.07951 -2.22281 -0.075
B -1.17313 0.24601 -1.20402 -0.676
N -1.46991 -0.16977 0.24316 -0.005
C -2.36612 0.21978 1.17546 -0.047
C -2.07701 -0.42675 2.35473 -0.030
C -0.95174 -1.19957 2.05640 -0.153
N -0.58495 -1.04483 0.78809 -0.108
N -0.07239 1.30702 -1.28278 -0.010
C -0.09484 2.52510 -1.86923 -0.050
C 1.08478 3.17028 -1.58987 -0.023
C 1.79323 2.25660 -0.80695 -0.135
N 1.09894 1.13835 -0.62094 -0.118
N -2.45335 0.87978 -1.89072 0.074
C -2.90552 0.69276 -3.09000 0.037
C -4.01639 1.59645 -3.28882 0.147
C -4.10384 2.30362 -2.05667 -0.059
N -3.19273 1.89832 -1.22509 0.172
H -1.27914 -4.01181 -3.21346 0.113
H 1.23354 -2.94532 -3.43833 0.116
H -2.67777 -2.07023 -1.89943 0.139
H -3.14076 0.92981 0.94768 0.110
H -2.61166 -0.35976 3.28557 0.110
H -0.40050 -1.86435 2.70473 0.114
H -0.94162 2.87193 -2.43596 0.121
H 1.38531 4.15528 -1.89904 0.113
H 2.77372 2.36712 -0.36906 0.117
H -2.47624 -0.02124 -3.77639 0.157
H -4.61920 1.68974 -4.17865 0.137
H -4.79920 3.07786 -1.77191 0.141
C 5.00247 -1.63098 3.53805 -0.041
N 3.93395 -0.83094 4.11658 0.040
C 2.89118 -0.40238 3.40204 -0.597
N 1.94574 0.33589 4.01690 0.200
O 2.77252 -0.68971 2.18162 -0.326
H 5.76085 -1.78661 4.29922 0.099
H 5.45845 -1.11521 2.69470 0.091
H 4.63356 -2.60382 3.21489 0.090
H 3.99747 -0.57971 5.08838 0.153
H 2.05873 0.68069 4.95432 0.123
H 1.22236 0.73835 3.44699 0.113

# 2
51
Properties=species:S:1:pos:R:3:lowdin_charge:R:1 method="wB97M-V/def2-TZVPD" homo_lumo_gap_ev=7.3 total_charge=-2 lumo_ev=4.00
Cd 0.90799 0.01449 -0.41769 1.250
C -2.20263 -1.92615 3.56535 -0.081
C -0.89353 -1.53207 2.90933 -0.592
O 0.20269 -1.84711 3.80566 -0.082
P -0.69587 0.27634 2.73789 0.452
O -1.98039 0.91778 2.06586 -0.127
O -0.90808 0.79270 4.25064 -0.126
O 0.59524 0.66256 2.14275 -0.332
P -0.64931 -2.44825 1.30961 0.288
O -1.81995 -1.70627 0.43262 -0.191
O -0.95995 -3.87697 1.52842 -0.313
O 0.70722 -2.01336 0.80036 -0.437
H -2.28446 -1.49415 4.56476 0.073
H -2.24932 -3.01373 3.62661 0.077
H -3.03669 -1.57459 2.95604 0.082
H 0.99054 -1.97003 3.25500 0.086
H -1.84200 0.99059 1.10273 0.016
H -0.25381 0.33992 4.80384 0.078
H -1.53466 -1.59763 -0.48666 0.022
C -3.67386 1.00598 -0.53984 -0.204
Si -2.29374 1.14622 -1.82319 0.348
C -2.31673 -0.42409 -2.85941 -0.191
C -2.88622 2.51156 -2.99994 -0.213
C -0.65957 1.51646 -1.06986 -0.409
H -4.64452 0.92559 -1.03981 0.023
H -3.70782 1.88993 0.10960 0.028
H -3.54727 0.12311 0.09841 0.010
H -3.15885 -0.42718 -3.55840 0.023
H -2.39590 -1.33201 -2.24912 0.015
H -1.38798 -0.49841 -3.43062 0.008
H -3.89927 2.29557 -3.36085 0.013
H -2.22432 2.58743 -3.87041 0.021
H -2.89894 3.48879 -2.50340 0.017
H -0.76258 2.29426 -0.30008 -0.043
H -0.04165 1.96649 -1.85699 -0.043
N 1.18840 -0.84190 -2.59813 0.031
C 1.60215 -1.04556 -3.66969 -0.401
N 2.14755 -1.22737 -4.81926 0.033
C 1.67972 -1.67192 -5.94967 -0.471
N 1.35105 -2.05186 -7.00235 0.022
Cl 2.30777 3.07954 0.44221 0.618
C 3.41949 1.74826 0.66110 -0.730
C 3.07042 0.50056 0.15852 -0.255
C 4.03974 -0.49212 0.30417 -0.724
Cl 3.75016 -2.07462 -0.35455 0.637
C 5.25321 -0.27853 0.96037 -0.715
Cl 6.40858 -1.55930 1.15014 0.616
C 5.54068 0.98053 1.47643 -0.718
Cl 7.03854 1.26808 2.30149 0.615
C 4.62170 2.01024 1.31303 -0.716
Cl 4.98706 3.59228 1.92699 0.612

# 3
37
Properties=species:S:1:pos:R:3:lowdin_charge:R:1 method="wB97M-V/def2-TZVPD" homo_lumo_gap_ev=6.7 total_charge=+2 lumo_ev=-8.69
C 5.56420 -0.84756 -1.01969 -0.171
C 5.42039 -2.17820 -0.27479 -0.171
H 5.41485 -0.97818 -2.09701 0.065
H 6.56021 -0.41610 -0.87198 0.074
H 4.82924 -0.11512 -0.66844 0.036
H 4.38155 -2.52598 -0.28105 0.043
H 6.03507 -2.95916 -0.73555 0.073
H 5.73281 -2.08311 0.77084 0.068
C -1.01768 2.30823 -2.07040 -0.027
C -2.04241 2.82103 -2.85745 0.036
C -3.32266 2.28500 -2.72750 0.045
C -3.53111 1.25659 -1.81596 0.066
H 0.00347 2.67894 -2.12031 0.147
H -1.83335 3.62439 -3.55592 0.142
H -4.14720 2.66064 -3.32559 0.146
H -4.51936 0.82648 -1.70017 0.131
N -1.21494 1.31469 -1.18870 -0.122
C -2.45791 0.78437 -1.05304 -0.148
C -2.57997 -0.29853 -0.06460 -0.134
N -1.43386 -0.64107 0.59516 -0.117
C -1.48533 -1.62647 1.51195 -0.023
C -3.82850 -1.97049 1.15078 0.050
C -2.65237 -2.31151 1.81782 0.042
H -0.54707 -1.85575 2.00383 0.122
H -2.63122 -3.09619 2.56641 0.143
C -3.78433 -0.95550 0.20369 0.066
H -4.68456 -0.67120 -0.32859 0.131
H -4.76078 -2.48388 1.36347 0.146
Ce 0.26009 0.42778 0.08360 1.574
C 1.46808 -0.57528 1.38559 -0.229
H 1.41659 -1.63374 1.09837 0.083
H 1.03997 -0.41860 2.38438 0.082
H 2.50711 -0.24676 1.37921 0.091
O 1.54652 1.88339 2.96422 -0.052
C 0.43383 2.50070 2.65176 -0.333
O -0.23977 2.18562 1.56614 -0.214
H 0.10038 3.33054 3.25951 0.139

# 4
39
Properties=species:S:1:pos:R:3:lowdin_charge:R:1 method="wB97M-V/def2-TZVPD" homo_lumo_gap_ev=7.6 total_charge=+3 lumo_ev=-11.03
Ta 0.29441 1.48728 0.79334 1.321
Cl 2.56446 0.73507 0.06197 0.807
C 2.35065 -0.50526 1.32200 -0.597
C 2.84707 -1.76316 1.06267 -0.048
C 2.63304 -2.74965 2.01635 0.019
C 1.87449 -2.49102 3.15481 -0.028
C 1.34733 -1.22882 3.36738 -0.677
Cl 0.35771 -0.93012 4.74172 0.796
C 1.60823 -0.17537 2.47279 -0.699
S 1.11410 1.49233 2.92167 0.740
H 3.39995 -1.96713 0.15519 0.139
H 3.04811 -3.73655 1.85993 0.146
H 1.68994 -3.26947 3.88332 0.139
C -0.08649 6.22147 -1.26322 -0.008
C -0.57428 6.03684 0.07112 -0.010
C 0.07375 6.50896 1.25864 -0.008
O -0.10192 3.09241 0.33601 -0.462
H -0.59944 7.17321 -1.54608 0.175
H -0.48882 5.50681 -1.98023 0.117
H 0.98197 6.40161 -1.34906 0.120
H -1.56384 5.59683 0.18596 0.145
H 1.14070 6.69517 1.16663 0.120
H -0.22329 5.97678 2.16154 0.117
H -0.41953 7.50433 1.38280 0.175
C -3.64987 -2.11767 2.33416 0.041
C -2.96685 -1.13678 1.46231 -0.205
C -3.35823 -0.59951 0.22305 0.087
C -2.38749 0.28652 -0.15421 -0.281
N -1.38696 0.30154 0.80357 -0.155
N -1.79297 -0.59235 1.76908 0.085
C -2.30512 1.13822 -1.37233 -0.007
H -4.66797 -1.78122 2.53416 0.118
H -3.13136 -2.26565 3.27930 0.097
H -3.72291 -3.07598 1.81630 0.119
H -4.25680 -0.84342 -0.31939 0.152
H -1.28347 -0.70118 2.63876 0.119
H -3.10586 0.87259 -2.05846 0.111
H -1.36349 0.99482 -1.91141 0.092
H -2.41535 2.19410 -1.11940 0.088